Record 1
12
Properties=species:S:1:pos:R:3:forces:R:3:lowdin_spin:R:1 method="wB97M-V/def2-TZVPD" homo_ev="-23.9 / -23.7" energy_ev=-24569.360 de_lowest_ev=3.034 charge=+3 multiplicity=5 gap_ev="6.097 / 6.820"
Nd 0.010723 2.809171 -0.218289 -1.3634 -1.7600 -0.1471 3.078
O 0.983940 -0.571756 0.023714 -0.6567 0.7898 -1.3854 0.009
O 2.688249 0.623835 0.312789 -0.5460 0.0435 0.0195 0.003
O -1.288475 0.851772 -0.437680 -0.8142 0.3143 0.9377 0.552
C -1.528474 -0.394922 0.351230 3.6968 1.0679 2.3676 0.060
C 1.412294 0.634622 0.171041 0.7041 0.2188 -1.2974 -0.005
C -0.311204 -0.915085 -0.450033 -3.3018 -2.1756 1.6758 0.171
H -1.306456 -0.183026 1.407907 -0.4431 0.1574 -0.2048 0.001
H -1.220428 -1.141467 -1.241167 3.4350 1.1296 -2.1621 0.041
H -2.288340 -1.184082 0.328025 -1.0352 0.8228 -1.0584 0.014
H -0.244233 -2.012547 -0.374014 -0.3540 -0.6878 0.7068 0.076
H 3.092407 1.483490 0.126474 0.6784 0.0793 0.5479 0.001


Record 2
11
Properties=species:S:1:pos:R:3:forces:R:3:nbo_charge:R:1 method="wB97M-V/def2-TZVPD" smiles="C[C@@H]1O[C@H]1P=O" homo_ev=-9.2 energy_ev=-16573.350 de_lowest_ev=2.425 charge=0 gap_ev=8.232
P -2.829460 0.239934 -0.309511 2.0915 -0.0226 0.3518 1.288
O -3.319878 -1.088241 0.079278 -0.5146 -0.3684 0.0334 -0.962
O -0.285540 1.395285 0.424393 0.5902 0.1919 -1.1033 -0.492
C -0.966435 0.163262 0.370012 -1.0895 -1.4444 2.1391 -0.303
C 0.306199 0.355958 -0.381417 -0.3888 -0.3183 -1.7241 0.067
C 1.737727 -0.124707 -0.097313 -0.6557 -0.0498 1.5392 -0.652
H 1.601193 -1.180307 0.183577 0.6820 0.1778 -0.2080 0.227
H 2.200747 0.406514 0.762613 -0.6323 -0.3423 -0.2871 0.232
H -1.027772 -0.453955 1.382879 0.4259 1.1958 -1.9811 0.197
H 0.116536 0.275039 -1.512353 0.1408 1.1650 1.4644 0.171
H 2.466680 0.011220 -0.902159 -0.6496 -0.1847 -0.2242 0.227